No. 1
DFT (the ωB97M-V functional and the def2-TZVPD basis) results for the molecule C2H2N2O2 at a distorted geometry.

## Properties
2S+1: 1
SMILES: O=c1cn[nH]o1
Energy relative to the best compared isomer or geometry (same formula, charge and spin) in eV: 3.555
Highest occupied orbital energy in eV: -9.731
LUMO energy in eV: 0.145
Gap between HOMO and LUMO in hartree: 0.3630
Energy in eV: -9178.231

Geometry as XYZ:
```
8
Properties=species:S:1:pos:R:3:forces:R:3
O -0.056 -1.290 -0.070 4.2096 -0.3387 -0.4224
O 2.231 -0.376 0.051 -2.1907 -0.8365 -0.5060
N -1.231 -0.646 -0.148 -0.0235 1.4777 1.4283
N -0.997 0.661 0.111 -1.1034 2.4458 -1.2284
C 0.235 1.070 -0.118 -2.0167 -7.4632 0.8617
C 1.047 -0.219 -0.085 -0.2993 0.8100 0.2460
H -1.939 -1.169 0.443 1.0693 1.4074 -0.6011
H 0.711 1.969 -0.185 0.3547 2.4975 0.2220
```
Forces are in eV/Å.


No. 2
DFT (the ωB97M-V functional and the def2-TZVPD basis) results for the molecule C2H2N2O2 at a distorted geometry.

## Properties
2S+1: 1
Energy relative to the best compared isomer or geometry (same formula, charge and spin) in eV: 4.471
Highest occupied orbital energy in eV: -10.102
LUMO energy in eV: 0.080
Gap between HOMO and LUMO in hartree: 0.3742
Energy in eV: -9177.315

Geometry as XYZ:
```
8
Properties=species:S:1:pos:R:3:forces:R:3
O -0.957 -0.299 0.682 -0.0113 0.1303 -0.6399
O 1.023 1.448 0.936 0.0862 -0.1082 1.0030
N -0.028 -0.869 -1.478 -0.2881 0.4214 1.8393
N 1.116 0.472 0.004 -0.3790 -0.3696 -1.2353
C 0.300 -1.973 -1.687 0.3648 -1.7648 -1.1539
C 0.104 -0.272 -0.185 -0.0073 2.1609 0.2718
H 0.185 1.357 1.425 0.0301 -0.1579 -0.0262
H -1.743 0.135 0.304 0.2046 -0.3121 -0.0589
```
Forces are in eV/Å.


No. 3
DFT (the ωB97M-V functional and the def2-TZVPD basis) results for a structure of composition C2H2N2O2 at a distorted geometry.

## Properties
2S+1: 1
Energy relative to the best compared isomer or geometry (same formula, charge and spin) in eV: 2.240
Highest occupied orbital energy in eV: -10.830
LUMO energy in eV: -0.633
Gap between HOMO and LUMO in hartree: 0.3747
Energy in eV: -9179.546

Geometry as XYZ:
```
8
Properties=species:S:1:pos:R:3:forces:R:3
O -0.654 -1.767 -0.168 1.2859 -0.3013 0.2505
O 2.706 1.476 -0.040 -0.1105 -0.3402 0.1061
N 1.496 -0.573 0.087 -3.7826 0.1446 0.1367
N -1.497 0.254 0.215 5.4551 2.3205 -0.6807
C 2.075 0.497 0.036 0.0411 1.1018 -0.2007
C -0.343 -0.646 0.019 -1.3232 -1.5123 -0.1543
H -2.325 -0.253 0.331 -1.0669 -1.0065 -0.3451
H -1.457 1.012 -0.481 -0.4989 -0.4066 0.8875
```
Forces are in eV/Å.


No. 4
DFT (the ωB97M-V functional and the def2-TZVPD basis) results for the molecule C2H2N2O2 at a distorted geometry.

## Properties
2S+1: 1
SMILES: Oc1conn1
Energy relative to the best compared isomer or geometry (same formula, charge and spin) in eV: 3.000
Highest occupied orbital energy in eV: -9.672
LUMO energy in eV: 0.249
Gap between HOMO and LUMO in hartree: 0.3646
Energy in eV: -9178.786

Geometry as XYZ:
```
8
Properties=species:S:1:pos:R:3:forces:R:3
O -1.656 0.316 1.026 -1.0193 1.3253 4.4625
O 1.434 -0.435 -0.324 -0.1489 -0.6092 0.6508
N -0.431 0.370 -0.969 -2.0858 0.3188 0.8437
N 0.640 -0.007 -1.415 1.6209 -0.0606 0.6449
C 0.637 -0.390 0.795 1.2052 0.3401 -0.6147
C -0.520 0.164 0.414 1.6165 -0.9125 -2.0351
H -1.415 0.474 2.039 -1.1529 -0.4907 -3.1698
H 1.024 -0.698 1.772 -0.0357 0.0885 -0.7823
```
Forces are in eV/Å.


No. 5
DFT (the ωB97M-V functional and the def2-TZVPD basis) results for a cluster of 2 separate species, C2H2N2O2 in total at a distorted geometry.

## Properties
2S+1: 1
Energy relative to the best compared isomer or geometry (same formula, charge and spin) in eV: 5.314
Highest occupied orbital energy in eV: -10.703
LUMO energy in eV: -1.723
Gap between HOMO and LUMO in hartree: 0.3300
Energy in eV: -9176.472

Geometry as XYZ:
```
8
Properties=species:S:1:pos:R:3:forces:R:3
O -0.198 1.874 -0.255 0.0619 -2.1631 0.5395
O 2.129 -0.009 0.233 -1.1418 0.1183 0.1948
N -3.174 -1.192 -0.011 -1.1896 -0.7552 -0.0038
N 0.718 -0.244 0.134 1.6064 -0.7557 0.0876
C -0.112 0.726 -0.017 -2.2604 1.7341 -0.6988
C -2.216 -0.568 -0.021 3.5245 1.9210 0.1151
H 2.377 0.593 -0.487 -0.2862 -0.1708 -0.0934
H 0.476 -1.180 0.423 -0.3147 0.0715 -0.1410
```
Forces are in eV/Å.


No. 6
DFT (the ωB97M-V functional and the def2-TZVPD basis) results for a cluster of 2 separate species, C2H2N2O2S in total at a distorted geometry.

## Properties
2S+1: 1
Energy relative to the best compared isomer or geometry (same formula, charge and spin) in eV: 4.570
Highest occupied orbital energy (spin up / spin down) in eV: -9.326 / -9.327
LUMO energy (spin up / spin down) in eV: -0.392 / -0.391
Gap between HOMO and LUMO (spin up / spin down) in hartree: 0.3283 / 0.3284
Energy in eV: -20011.779

Geometry as XYZ:
```
9
Properties=species:S:1:pos:R:3:forces:R:3
S 2.332 -2.091 0.214 -3.0096 1.8392 -0.0139
O 3.562 -1.388 -0.120 1.1913 -0.0201 -0.4550
O 4.292 1.329 -0.645 1.2004 0.5076 -0.8364
N 2.634 1.328 0.903 -0.4595 0.4938 0.8776
N 3.470 1.391 0.174 -0.5918 -0.8237 -0.0167
C 1.034 -1.076 -0.026 1.7324 -1.6458 0.5851
C 0.083 -0.188 -0.083 2.5704 0.5062 4.0157
H -0.019 0.578 0.746 0.0647 -1.0614 -0.9927
H -0.602 -0.216 -0.801 -2.6984 0.2041 -3.1637
```
Forces are in eV/Å.


Question: What is the formula in the third record?
Answer: C2H2N2O2